The following is a quantum chemistry calculation of an isolated molecule of C5H10N2S at a distorted geometry, from the Open Molecules 2025 dataset.

Last column: natural (NBO) charge in e.
Positions of all 18 atoms, in Å:
C 2.27 -0.78 -0.47  -0.231
H 3.02 -0.12 -0.08  0.218
S 1.36 2.32 -0.12  -0.022
H -0.50 0.36 2.05  0.215
C -2.07 0.39 -1.02  -0.423
H 1.42 -1.11 1.50  0.204
C -0.74 0.82 1.09  -0.289
H 0.76 -2.25 0.16  0.209
C 0.55 0.94 0.19  0.080
N 0.92 -0.29 -0.42  -0.448
H -1.21 0.46 -1.73  0.184
H -1.13 1.79 1.33  0.218
H -2.76 -0.32 -1.45  0.208
C 1.31 -1.37 0.49  -0.264
N -1.72 0.03 0.39  -0.614
H -2.54 1.44 -0.93  0.195
H 2.45 -1.35 -1.38  0.213
H -1.40 -0.96 0.40  0.350

Calculated values
* LUMO: 0.0103 Ha
* energy above the lowest of the compared OMol25 structures with the same formula, charge and spin: 57.4 kcal per mole
* SMILES: CNCC(=S)N1CC1
* highest occupied orbital energy: -8.39 eV
* E: -704.1324 Eh
* frontier orbital gap: 8.67 eV

***

The following is a quantum chemistry calculation of a 3-piece molecular cluster, C40H34FN3O8PS3 overall at a distorted geometry, from the Open Molecules 2025 dataset.

Last column: Löwdin charge in e.
Positions of all 90 atoms, in Å:
H -3.60 -0.05 1.41  0.085
C -0.40 2.99 -2.12  -0.383
C -0.33 6.58 2.96  -0.089
O -0.81 5.03 1.27  0.056
S -1.32 -3.04 0.78  0.428
F -4.54 2.43 -4.27  -0.001
O -0.23 1.83 -5.65  0.066
C 2.47 -7.02 0.94  -0.080
S -0.70 -4.47 -2.54  0.604
N -2.19 3.24 -5.21  0.162
H -5.09 6.38 -0.58  0.107
C -2.44 -2.88 -4.35  -0.239
C 7.11 -9.21 1.53  -0.053
O -4.33 -2.66 0.11  -0.241
C 1.19 -4.83 2.10  -0.084
H -0.42 -5.23 0.72  0.000
C 2.06 1.20 -0.17  -0.177
C 4.50 -8.56 0.77  -0.087
H -2.50 -2.20 -5.30  0.114
H 1.90 8.04 5.79  0.113
O 2.56 -8.85 -0.53  0.101
O 5.00 -6.05 3.31  0.099
H 0.71 -7.18 -0.31  0.123
C -1.16 6.03 1.87  -0.280
H -0.88 3.85 -2.77  0.085
H 6.96 -10.82 0.10  0.110
C -2.83 7.86 2.20  -0.081
H -4.37 9.35 2.44  0.126
O -3.40 4.31 -3.28  0.015
C -4.46 6.79 0.20  -0.056
C -1.24 1.55 -2.24  -0.065
C 0.56 -5.53 1.07  -0.129
H -3.23 -3.10 -2.22  0.081
H 8.13 -9.45 1.82  0.110
H -0.32 -3.61 -4.85  0.092
H -4.45 -2.13 -3.42  0.135
C 5.15 -9.65 0.18  0.009
H 6.97 -7.54 2.89  0.123
H -1.61 4.13 -5.20  0.175
C 1.64 6.44 4.36  -0.053
C -2.43 6.71 1.52  -0.088
C 6.45 -8.13 2.13  0.008
H 2.70 3.40 -0.69  0.091
C -1.52 0.81 -0.82  0.109
H 2.93 -4.65 3.35  0.123
C -4.87 7.93 0.90  -0.048
H 1.70 0.25 -0.78  0.085
H -2.93 5.29 -0.03  0.106
H -0.31 -2.17 -3.62  0.081
C 0.10 8.29 4.62  0.016
S 1.38 2.61 -2.69  0.793
C -4.05 8.46 1.90  0.016
N -2.28 0.00 -3.85  0.152
H -0.18 9.21 5.13  0.126
C -2.58 -0.85 -2.68  -0.096
C -1.96 8.45 3.25  -0.274
C 3.13 -8.19 0.34  -0.277
H 0.40 -4.08 -1.72  -0.099
H 0.69 -3.97 2.56  0.076
C 4.46 -6.68 2.41  -0.277
C 5.14 -7.81 1.76  -0.088
C -3.33 -2.29 -3.06  -0.150
C -1.30 2.04 -4.86  -0.199
H 4.64 -10.24 -0.57  0.123
N -1.62 1.17 -3.63  -0.026
H 1.14 5.00 2.85  0.114
H -1.21 1.19 0.25  0.140
C 2.45 -5.21 2.55  0.012
C 1.28 7.63 5.00  -0.047
C 3.10 -6.30 1.96  -0.082
H -5.82 8.39 0.67  0.112
H -0.28 3.34 -0.99  0.106
O -2.29 9.49 3.81  0.109
C 6.45 -9.97 0.56  -0.053
H -4.99 -2.10 -0.42  0.096
C 2.52 2.37 -1.22  -0.527
C 1.20 -6.63 0.50  0.010
C 0.84 5.92 3.34  0.001
C -0.87 -3.17 -3.89  -0.559
C -2.32 -0.64 -1.08  -0.114
H 3.57 2.03 -1.66  0.108
O -3.03 -0.81 1.78  -0.269
C -3.24 6.18 0.51  -0.003
P -2.81 -1.83 0.34  0.395
H 1.23 1.61 0.57  0.072
H -2.89 -3.96 -4.61  0.129
H 2.55 5.92 4.66  0.110
C -3.35 3.35 -4.23  -0.179
C -0.71 7.76 3.61  -0.083
H 3.04 0.89 0.44  0.100

Calculated values
* LUMO: -0.2220 Ha
* net charge: +1
* highest occupied orbital energy: -11.00 eV
* E: -3946.0102 Eh
* frontier orbital gap: 4.96 eV

***

The following is a quantum chemistry calculation of an isolated molecule of C4H9NO2 at a distorted geometry, from the Open Molecules 2025 dataset.

Last column: natural (NBO) charge in e.
Positions of all 16 atoms, in Å:
H -0.89 1.80 -0.67  0.196
H -2.12 0.04 0.66  0.366
O 1.03 -1.26 2.25  -0.800
C -0.08 0.14 0.39  -0.102
H 0.51 -0.88 2.98  0.518
H 2.09 -0.95 2.14  0.551
H 0.34 -0.47 -2.32  0.209
H -1.39 -0.26 -2.04  0.198
H -0.50 0.95 -2.97  0.209
C -0.12 1.03 -0.83  -0.407
N -1.27 -0.46 0.91  -0.842
O 2.32 0.06 1.02  -0.710
H -1.38 -1.42 0.58  0.366
H 0.83 1.55 -0.93  0.226
C 1.08 -0.13 0.97  0.625
C -0.44 0.27 -2.12  -0.603

Calculated values
* LUMO: 0.0239 Ha
* energy above the lowest of the compared OMol25 structures with the same formula, charge and spin: 81.2 kcal per mole
* highest occupied orbital energy: -7.67 eV
* E: -362.9561 Eh
* frontier orbital gap: 8.32 eV

***

The following is a quantum chemistry calculation of a 2-piece molecular cluster, H6N2 overall at a distorted geometry, from the Open Molecules 2025 dataset.

Last column: natural (NBO) charge in e.
Positions of all 8 atoms, in Å:
H -2.17 3.95 0.63  0.341
H -2.95 4.91 -0.19  0.345
H -3.75 3.72 0.49  0.354
N 2.96 -4.33 -0.51  -1.098
H 2.78 -4.53 -1.46  0.380
H 3.35 -4.93 0.08  0.357
N -2.98 4.38 0.59  -1.040
H 2.89 -3.48 -0.12  0.361

Calculated values
* LUMO: 0.0500 Ha
* energy above the lowest of the compared OMol25 structures with the same formula, charge and spin: 22.0 kcal per mole
* SMILES: N.N
* highest occupied orbital energy: -9.47 eV
* E: -113.0692 Eh
* frontier orbital gap: 10.83 eV

***

The following is a quantum chemistry calculation of C19H21N9O11RuS as an isolated structure at a distorted geometry, from the Open Molecules 2025 dataset.

Last column: natural (NBO) charge in e.
Positions of all 62 atoms, in Å:
H -1.75 1.27 -5.87  0.194
C -0.73 -4.59 0.44  -0.095
H 0.37 4.16 0.29  0.398
C -0.98 -2.21 0.17  -0.215
Ru -0.05 1.33 -0.04  1.630
H -0.72 2.90 3.80  0.425
C -1.94 -1.05 0.12  0.794
O 2.88 -4.49 -1.24  -0.430
H -2.33 1.79 5.62  0.183
H -2.47 -0.56 3.81  0.225
H 2.61 4.62 -0.41  0.199
H 2.13 -0.99 -4.30  0.236
N 0.72 1.32 -2.29  -0.662
C 1.63 0.47 -2.74  0.519
C 2.28 0.80 1.98  -0.357
N -1.59 2.40 3.75  -0.580
N 2.46 -3.39 -0.89  0.520
H 3.34 -0.41 -2.18  0.417
N 2.80 0.44 -2.11  -0.743
H 0.29 3.90 -1.34  0.399
H -3.22 0.51 1.85  0.468
C 0.56 -4.53 -0.03  -0.119
C 0.22 -0.09 -4.56  0.117
H -2.49 1.80 -4.34  0.260
O 3.72 3.13 1.28  -0.676
O -0.07 0.46 2.12  -0.799
O -1.64 -0.06 -0.64  -0.791
C -1.50 -3.43 0.51  -0.108
H 2.53 3.16 -1.43  0.209
N -0.69 0.81 -4.11  -0.412
H 2.76 0.81 -1.16  0.433
C 2.18 3.61 -0.50  -0.311
H 2.55 -0.20 1.63  0.216
C 2.71 2.77 0.67  0.626
N -2.98 1.11 2.65  -0.583
H -0.96 0.83 5.00  0.260
C 1.13 -3.31 -0.35  -0.075
O -1.29 2.33 -2.51  -0.644
C 0.99 0.61 2.82  0.796
C -2.11 2.10 2.55  0.398
O 1.06 0.61 4.05  -0.707
O 0.95 -0.92 -0.37  -0.703
O -0.58 -6.85 0.77  -0.420
O -3.02 -1.17 0.72  -0.711
H -2.55 0.09 -4.80  0.209
H -3.83 0.38 4.43  0.191
O 3.16 -2.39 -0.96  -0.426
S -1.79 3.02 1.15  -0.289
H 3.08 1.20 2.61  0.226
H -0.05 -0.64 -5.45  0.213
C -1.88 1.35 4.72  -0.247
N 1.98 1.66 0.87  -0.718
C -0.46 1.54 -2.94  0.781
C 1.40 -0.29 -3.93  -0.370
H 1.14 -5.43 -0.14  0.266
N 0.73 3.60 -0.48  -0.819
N -1.30 -5.86 0.82  0.534
C -1.95 1.00 -4.83  -0.415
H -2.54 -3.48 0.83  0.263
C 0.41 -2.05 -0.19  0.460
C -2.86 0.45 3.95  -0.226
O -2.47 -5.90 1.16  -0.411

Calculated values
* LUMO (spin up / spin down): 0.0791 / 0.0538 Ha
* energy above the lowest of the compared OMol25 structures with the same formula, charge and spin: 6.5 kcal per mole
* net charge: -1
* 2S+1: 6
* highest occupied orbital energy (spin up / spin down): -5.62 / -5.71 eV
* E: -2550.1844 Eh
* frontier orbital gap (spin up / spin down): 7.78 / 7.17 eV